{"formula": "C28H80Cl4O32P8", "method": "wB97M-V/def2-TZVPD", "symbols": ["Cl", "Cl", "Cl", "Cl", "P", "P", "P", "P", "P", "P", "P", "P", "O", "O", "O", "O", "O", "O", "O", "O", "O", "O", "O", "O", "O", "O", "O", "O", "O", "O", "O", "O", "O", "O", "O", "O", "O", "O", "O", "O", "O", "O", "O", "O", "C", "C", "C", "C", "C", "C", "C", "C", "C", "C", "C", "C", "C", "C", "C", "C", "C", "C", "C", "C", "C", "C", "C", "C", "C", "C", "C", "C", "H", "H", "H", "H", "H", "H", "H", "H", "H", "H", "H", "H", "H", "H", "H", "H", "H", "H", "H", "H", "H", "H", "H", "H", "H", "H", "H", "H", "H", "H", "H", "H", "H", "H", "H", "H", "H", "H", "H", "H", "H", "H", "H", "H", "H", "H", "H", "H", "H", "H", "H", "H", "H", "H", "H", "H", "H", "H", "H", "H", "H", "H", "H", "H", "H", "H", "H", "H", "H", "H", "H", "H", "H", "H", "H", "H", "H", "H", "H", "H"], "positions_angstrom": [[4.2491, 1.1332, -4.2559], [-4.4049, 3.4570, 4.2117], [-3.2515, 0.7891, 6.2682], [1.8139, 2.4083, -2.4428], [4.8657, 3.9371, 2.5942], [-3.8747, 2.9570, -0.6163], [-1.0619, 6.1601, 3.4470], [3.4852, -4.7588, -5.5629], [-0.7730, -0.5460, -4.2683], [-1.9986, -3.3226, 3.5799], [-0.6985, -5.3894, -0.9545], [0.7053, 0.6817, 1.8879], [6.1914, 4.3772, 3.0216], [3.9558, 3.3469, 3.6851], [-1.7076, 6.4678, 4.9548], [4.7644, -3.7769, -5.6993], [1.5966, -0.6267, 1.6777], [0.4004, 6.1182, 3.3536], [-1.9667, 7.2330, 2.5780], [-0.7709, 0.1320, 1.9200], [1.0149, 1.0670, 3.3934], [-3.3081, 3.3426, -2.0887], [-1.8628, 4.8262, 2.8403], [2.2679, -4.0681, -5.1626], [-2.5405, -4.8193, 3.7270], [-1.9207, 0.4730, -3.7664], [-3.9715, 1.5257, -0.3079], [-3.0732, -2.3638, 3.1738], [3.2261, -5.4364, -6.9316], [-0.6965, -3.3487, 2.6615], [-1.5102, -3.0201, 5.0328], [4.1705, -5.8914, -4.7203], [0.0869, -0.9264, -2.8985], [-5.3175, 3.6963, -0.6507], [0.5110, -5.0167, -0.1939], [0.9634, 1.8279, 0.9975], [4.8959, 2.7696, 1.5616], [-0.6422, -5.4650, -2.5080], [-1.2031, -6.9229, -0.5634], [-3.0452, 3.7662, 0.4042], [-1.5707, -1.9188, -4.4829], [-1.9748, -4.5896, -0.5874], [-0.0453, -0.0231, -5.3854], [4.0356, 5.0324, 1.8802], [-1.6953, -3.1522, -0.2977], [-1.6175, 5.4680, 5.9512], [4.7628, -2.4300, -6.3539], [-6.4791, 3.0542, -0.0083], [2.9105, -0.4111, 1.1675], [-2.8139, 0.0863, -2.6740], [-1.7993, 8.6378, 2.9848], [-1.2512, -7.8915, -1.5899], [-3.3487, 0.9336, 4.4451], [0.2825, -4.7357, -3.2822], [-2.9682, -5.3751, 2.4608], [-0.9977, 3.7157, 2.6077], [4.2445, -6.2542, -7.5393], [-2.3983, -2.1534, -5.6756], [-1.8829, 3.2764, -2.2665], [0.5349, 0.1329, 4.4000], [2.5898, 3.1894, -3.8599], [-2.4563, -2.8385, 6.0359], [4.6020, -5.6259, -3.3923], [2.9913, 2.1305, -4.8826], [-2.9818, 5.2236, 0.2881], [-4.5499, 1.7319, 3.9056], [4.3486, 2.2463, 4.5132], [-1.5775, -0.0965, 0.6763], [2.6741, 4.7497, 1.5776], [5.7099, 2.8977, 0.3553], [0.4047, -4.1544, 3.1523], [1.4966, -1.1919, -2.9554], [-7.3108, 3.3340, -0.6142], [-2.9869, -3.7886, 6.3515], [-6.2655, 2.0165, -0.0908], [-1.9146, 0.9206, 0.3426], [-0.3734, -7.8385, -2.2362], [4.9490, -5.6007, -8.0132], [-1.5646, 3.1050, -3.3296], [-4.5650, 1.4663, 2.8675], [5.9257, 1.8713, 0.0890], [-2.4622, -0.6135, 1.0582], [1.9712, 5.1238, 2.3158], [-0.5608, 0.2810, 4.5859], [-0.6071, 5.4430, 6.4407], [-1.3596, 8.7191, 4.0630], [-0.2305, -3.9800, -3.9094], [4.2145, -2.4212, -7.2767], [-3.1710, -2.0985, 5.6735], [3.4485, 0.4342, 1.6823], [-2.2861, 0.1766, -1.7107], [3.7817, -6.7916, -8.3724], [4.2025, -1.7109, -5.7296], [-0.0468, 4.1126, 2.2820], [2.5078, 5.1390, 0.5692], [5.0791, -4.6816, -3.4265], [3.9529, 2.3472, 5.4658], [3.5610, -1.2805, 1.3945], [-3.4443, -6.2637, 2.7099], [1.9427, -0.7414, -2.0431], [-1.0625, -0.6163, -0.0591], [-1.4325, 3.1825, 1.7359], [-1.8228, -2.2975, -6.5744], [-1.6267, -2.6566, -1.2153], [1.2236, -4.1353, 2.4294], [-1.9381, 5.4127, 0.4358], [1.7505, -2.2793, -3.1061], [-3.2820, 5.4867, -0.7357], [5.2156, 3.4564, -0.3766], [0.9871, -4.2619, -2.6852], [0.7780, -3.9135, 4.0919], [-1.3165, -8.8491, -1.0918], [-6.6090, 3.3641, 1.0228], [3.3581, 2.5331, -5.8563], [-3.6827, -4.7616, 1.9386], [-2.2069, -5.4852, 1.7240], [-3.2095, -0.9303, -2.7900], [-2.7519, 9.1169, 2.8797], [-1.0541, 8.9565, 2.3357], [-1.9313, -2.3505, 6.8602], [-1.4087, 2.5047, -1.6472], [-1.5090, 4.2434, -1.9825], [1.9781, -0.6836, -3.7729], [-0.7499, -3.0424, 0.2747], [0.1954, -5.2168, 3.3019], [1.7528, 3.7354, -4.3394], [-0.9049, 3.1180, 3.4947], [0.9144, -5.3750, -3.8957], [5.7856, -2.1054, -6.4850], [2.6649, 3.6688, 1.5615], [1.0494, 0.3357, 5.3339], [4.1298, 1.3051, 4.0223], [5.3942, -6.3947, -3.1816], [-2.4178, 1.2742, 3.9674], [3.2866, 3.9712, -3.5763], [-2.5111, -2.8068, 0.3242], [0.8325, -0.8811, 4.1233], [-3.6846, 0.7668, -2.6162], [-2.1172, -7.6692, -2.2155], [-3.4148, -0.0587, 4.0181], [3.7307, -5.6202, -2.7990], [2.1579, 1.4780, -5.1560], [-2.4040, 5.6480, 6.7777], [-5.4724, 1.2733, 4.3152], [-2.8158, -3.1255, -5.6093], [2.9025, -0.2009, 0.1263], [-3.6626, 5.6712, 1.0294], [6.5772, 3.5277, 0.6370], [4.6835, -6.9667, -6.8705], [-1.7995, 4.5195, 5.5361], [5.4473, 2.3637, 4.5506], [-3.1283, -1.3678, -5.8976]], "total_energy_ev": -220270.7724, "smiles": "COP(=O)(OC)OC.COP(=O)(OC)OC.COP(=O)(OC)OC.COP(=O)(OC)OC.COP(=O)(OC)OC.COP(=O)(OC)OC.COP(=O)(OC)OC.COP(=O)(OC)OC.ClCCCl.ClCCCl", "total_charge": 0, "max_force_ev_per_a": 4.0}

{"formula": "C4H12N2O", "method": "wB97M-V/def2-TZVPD", "symbols": ["O", "N", "N", "C", "C", "C", "C", "H", "H", "H", "H", "H", "H", "H", "H", "H", "H", "H", "H"], "positions_angstrom": [[-3.4655, 0.8921, 0.0159], [2.4194, 0.8629, 0.3624], [-0.0595, -0.8701, 0.2905], [1.2287, -1.2888, -0.3144], [-2.3346, 0.0576, 0.5766], [2.0135, 0.0841, -0.8442], [-1.0549, -0.0207, -0.2333], [2.9392, -0.1560, -1.5390], [1.9805, -1.7396, 0.2854], [1.9811, 0.3825, 1.1093], [-1.3690, -0.3061, -1.2541], [1.4574, 0.6751, -1.5642], [-3.5056, 1.4952, 0.8759], [0.1159, -0.5643, 1.2210], [-1.9743, 0.3834, 1.6008], [-2.8454, -0.8713, 0.5636], [-0.6584, 1.0194, -0.3311], [2.1351, 1.8839, 0.3440], [0.9965, -1.9192, -1.1652]], "total_energy_ev": -9367.8765, "smiles": "NCCNCCO", "total_charge": 0, "max_force_ev_per_a": 5.3}

{"formula": "CH7N3S", "method": "wB97M-V/def2-TZVPD", "symbols": ["S", "N", "N", "N", "C", "H", "H", "H", "H", "H", "H", "H"], "positions_angstrom": [[-0.3713, -1.0899, 0.4606], [-0.9824, -1.1790, -0.9601], [-1.1075, 0.4118, 0.9708], [-1.5437, 1.1614, -0.1032], [2.0525, -0.2312, 0.2090], [2.4986, -0.7233, -0.6176], [-0.6631, 1.1411, 1.5889], [2.6859, -0.1613, 1.0972], [-0.7786, -2.0684, -1.3395], [1.4128, 0.6373, 0.1565], [-0.8390, 1.3832, -0.8016], [-2.3643, 0.7183, -0.6609]], "total_energy_ev": -16450.9506, "total_charge": 0, "max_force_ev_per_a": 3.5}

{"formula": "C6H4N5O5Yb", "method": "wB97M-V/def2-TZVPD", "symbols": ["Yb", "O", "O", "O", "O", "O", "N", "N", "N", "N", "N", "C", "C", "C", "C", "C", "C", "H", "H", "H", "H"], "positions_angstrom": [[0.2630, -0.0537, 0.8998], [-0.3335, -0.5234, -2.7338], [3.5327, -1.2251, -1.6537], [-2.8712, -0.3735, -0.8973], [-0.4724, 4.6226, -1.0558], [0.6100, -2.0255, 0.0419], [0.3810, -0.0796, 4.4886], [-0.7940, -0.5432, 5.0080], [-0.7818, -0.6225, 2.7606], [0.3582, -0.0024, 3.1485], [1.1238, 0.8471, 5.1876], [-0.3940, 3.4872, -0.9839], [2.4902, -1.0976, -1.1246], [-1.9757, -0.0548, -0.2479], [1.0766, -1.3289, -0.9412], [0.2478, -0.2955, -1.6830], [-1.4401, -0.9336, 3.8925], [1.1764, 0.6173, 6.1784], [-2.3937, -1.4218, 3.8751], [0.3269, 0.7836, -1.1683], [2.0229, 0.9335, 4.7354]], "total_energy_ev": -55481.3394, "total_charge": 2, "multiplicity": 2, "max_force_ev_per_a": 5.3}

{"formula": "C2H4Cl3N2O", "method": "wB97M-V/def2-TZVPD", "symbols": ["Cl", "Cl", "Cl", "O", "N", "N", "C", "C", "H", "H", "H", "H"], "positions_angstrom": [[0.4409, -2.8075, -0.2014], [-0.4819, -1.1754, -2.5470], [2.2708, -1.2545, -1.8609], [0.0062, 0.5038, 2.0893], [-0.9934, 0.2775, 1.0294], [0.1338, 1.6774, -0.3550], [0.6895, -1.8417, -1.5649], [-1.0181, 1.0465, -0.0448], [1.0110, 1.4711, 0.2152], [0.0501, 2.1949, -1.2102], [-0.2846, 0.0561, 3.0173], [-1.8244, -0.1481, 1.4330]], "total_energy_ev": -44721.0740, "total_charge": 1, "max_force_ev_per_a": 3.8}

{"formula": "Cl2HNS", "method": "wB97M-V/def2-TZVPD", "symbols": ["Cl", "Cl", "S", "N", "H"], "positions_angstrom": [[-2.1549, 1.2519, -0.1699], [1.7154, 0.9542, 0.8921], [1.2114, -0.8018, -0.1255], [1.2541, -1.9319, 0.6865], [-2.0260, 0.5277, -1.2831]], "total_energy_ev": -37384.8228, "total_charge": 0, "max_force_ev_per_a": 4.3}

{"formula": "C5H8O", "method": "wB97M-V/def2-TZVPD", "symbols": ["O", "C", "C", "C", "C", "C", "H", "H", "H", "H", "H", "H", "H", "H"], "positions_angstrom": [[-0.4563, -0.1446, 0.9834], [-1.5029, 0.7033, 0.5584], [0.4624, -0.8906, -0.9157], [0.6547, -0.1503, 0.1463], [-0.2871, -1.6972, -1.6197], [1.7543, 0.7011, 0.6787], [-1.4051, 0.9921, -0.4964], [-0.9782, -1.3207, -2.3697], [1.9724, 0.3616, 1.6962], [2.6687, 0.6938, 0.0826], [-2.4511, 0.1780, 0.6937], [1.3798, 1.7299, 0.7619], [-1.5015, 1.6001, 1.1821], [-0.3103, -2.7564, -1.3817]], "total_energy_ev": -7359.3019, "smiles": "C=C=C(C)OC", "total_charge": 0, "max_force_ev_per_a": 0.5}